# 1
Computed, not measured: a molecular structure, C34H21BrCl3F2N5O5STi, with ωB97M-V/def2-TZVPD.

```
73
C34H21BrCl3F2N5O5STi | OMol25 | ωB97M-V/def2-TZVPD
Br -7.712 1.129 1.462
Ti -0.091 -0.808 0.206
Cl 3.857 -1.537 2.704
Cl 3.713 -6.819 1.643
Cl -0.260 -3.558 -0.050
S 1.231 -0.540 -2.367
F -2.261 1.615 4.493
F -3.908 -2.654 3.618
O -2.815 -2.938 -1.093
O 1.507 -1.568 -1.346
O 0.587 -0.913 -3.583
O -1.665 -1.054 -0.758
O 1.290 -1.508 1.270
N -1.219 2.070 -1.113
N 0.401 1.041 1.231
N 0.033 1.994 -3.141
N 6.402 2.100 -3.448
N 0.384 0.455 -1.420
C -3.113 -0.505 4.071
C 0.071 2.475 3.107
C -1.309 0.374 2.697
C -0.645 3.046 -3.579
C 3.056 -2.907 2.006
C 1.790 -5.093 0.856
C -1.325 -0.787 1.913
C -5.003 0.952 0.629
C -3.895 0.307 0.108
C -1.630 3.668 -2.830
C 2.763 0.230 -2.706
C -3.988 -1.021 -0.303
C 3.745 0.244 -1.717
C -2.198 -1.816 2.246
C -0.274 1.353 2.356
C 4.942 0.884 -1.959
C -2.784 -1.778 -0.766
C -5.198 -1.698 -0.204
C 4.185 1.476 -4.173
C -1.870 3.130 -1.578
C -0.299 1.541 -1.930
C 1.238 -3.830 0.777
C 1.434 1.804 0.858
C 5.176 1.510 -3.189
C -2.219 0.491 3.745
C -6.314 -1.059 0.314
C 2.982 0.840 -3.932
C 1.132 3.261 2.704
C 1.842 -2.710 1.345
C 1.838 2.917 1.562
C -6.199 0.257 0.730
C -3.063 -1.656 3.310
C 2.993 -5.243 1.525
C 3.635 -4.159 2.101
H 2.202 0.813 -4.680
H 6.422 2.781 -4.189
H 4.576 -4.283 2.616
H 6.946 2.369 -2.645
H 1.294 -5.940 0.404
H -0.478 2.714 4.001
H 4.371 1.947 -5.131
H -2.242 -2.744 1.689
H -5.247 -2.731 -0.520
H 3.571 -0.269 -0.780
H -2.948 0.823 0.021
H -2.619 3.556 -0.919
H -4.944 1.979 0.961
H 5.720 0.887 -1.205
H -7.257 -1.580 0.403
H -2.177 4.522 -3.200
H -0.384 3.406 -4.568
H 1.943 1.505 -0.046
H 1.412 4.130 3.284
H -3.811 -0.391 4.887
H 2.681 3.497 1.216
```

Output
- energy above the lowest of the compared OMol25 structures with the same formula, charge and spin (kJ/mol) = 24.0
- maximum force (eV Å⁻¹) = 0.80
- gap between HOMO and LUMO (eV) = 7.75
- energy (hartree) = -7360.40297

Results of the Löwdin charge analysis, in e, for atoms 1 through 2: 0.736, 1.073

---

# 2
Computed, not measured: a molecular structure, C34H21BrCl4F2IrNO2P, with ωB97M-V/def2-TZVPD.

```
67
C34H21BrCl4F2IrNO2P | OMol25 | ωB97M-V/def2-TZVPD
Ir -0.978 -0.446 -0.122
Br -1.481 -1.727 -3.398
Cl -1.031 5.648 -3.520
Cl -2.775 6.217 -0.973
Cl 0.128 2.763 -3.998
Cl -3.327 3.873 1.075
P 1.060 0.037 0.582
F -0.557 -1.715 2.496
F -2.649 -1.746 1.849
O -0.563 0.855 -1.858
O -2.080 1.333 0.294
N -2.888 -0.970 -1.116
C 1.131 -2.613 0.211
C 1.923 -1.544 0.695
C -5.251 -1.184 -0.834
C 1.688 -3.915 0.230
C 1.569 1.057 4.528
C 0.981 2.312 4.564
C -0.819 3.102 -2.583
C -0.959 -3.472 -0.529
C 1.134 0.913 2.168
C 0.524 2.169 2.211
C -1.348 4.384 -2.375
C 2.992 2.004 -0.026
C 3.213 -1.724 1.115
C -3.000 -1.574 -2.296
C -4.011 -0.742 -0.417
C -1.476 -0.983 1.754
C -0.419 -4.777 -0.510
C 3.773 -3.017 1.096
C 3.955 2.576 -0.850
C -2.363 3.601 -0.344
C -4.202 -2.060 -2.787
C 3.348 1.060 -2.609
C 0.454 2.867 3.404
C 1.642 0.354 3.333
C -1.050 2.052 -1.693
C 4.134 2.104 -2.139
C -1.855 2.323 -0.535
C -0.219 -2.349 -0.225
C 2.194 0.967 -0.498
C 2.380 0.496 -1.798
C 0.880 -5.009 -0.163
C -2.115 4.639 -1.254
C -5.344 -1.876 -2.030
C 3.024 -4.080 0.668
H -1.674 -0.075 2.335
H 1.752 -0.302 -2.170
H 4.561 3.393 -0.477
H 3.449 -5.078 0.666
H 2.077 -0.637 3.308
H 4.880 2.553 -2.783
H 4.795 -3.166 1.424
H 3.805 -0.880 1.452
H 3.475 0.697 -3.621
H 0.084 2.590 1.312
H 1.295 -6.011 -0.159
H -6.120 -0.985 -0.224
H 2.864 2.376 0.982
H -3.875 -0.171 0.488
H 0.919 2.855 5.500
H -1.060 -5.610 -0.778
H 1.963 0.615 5.435
H -6.296 -2.251 -2.383
H -4.225 -2.555 -3.746
H -0.029 3.836 3.430
H -2.008 -3.379 -0.785
```

Output
- energy above the lowest of the compared OMol25 structures with the same formula, charge and spin (kJ/mol) = 38.4
- maximum force (eV Å⁻¹) = 0.57
- gap between HOMO and LUMO (eV) = 6.46
- energy (hartree) = -6573.86450
- charge = -1

Results of the Löwdin charge analysis, in e, for atoms 1 through 2: 1.172, 0.857

---

# 3
Computed, not measured: a molecular structure, C34H22CoN4PSe, with ωB97M-V/def2-TZVPD.

```
63
C34H22CoN4PSe | OMol25 | ωB97M-V/def2-TZVPD
Se -3.496 -3.464 3.226
Co 2.125 0.935 0.368
P 0.296 1.281 -1.117
N 2.377 -1.815 -0.683
N 0.735 0.792 1.926
N -2.737 -1.921 3.636
N -2.589 -3.614 1.670
C 2.763 -0.980 0.394
C 3.758 -1.471 1.350
C -0.840 4.731 0.903
C -1.219 2.784 -4.563
C -0.405 -0.275 -0.659
C -2.144 4.393 1.260
C 0.472 -3.994 -0.902
C 3.571 -2.588 2.081
C 0.766 1.628 2.973
C -1.952 -1.586 2.669
C -0.275 1.604 3.890
C 1.459 -3.716 -1.734
C 2.487 -2.692 -1.557
C 0.158 -3.592 0.529
C -1.681 -2.213 -0.766
C -0.113 -0.228 1.814
C 2.426 -3.435 1.795
C 1.391 -2.949 1.122
C 1.235 1.769 -3.640
C -1.982 2.329 0.070
C -2.710 3.169 0.830
C -1.150 0.484 3.768
C -0.083 3.791 0.170
C -0.139 2.793 -5.404
C -0.897 -2.397 0.455
C -1.082 -0.427 2.720
C -0.655 2.610 -0.199
C 0.091 1.699 -2.813
C 0.011 -1.065 0.551
C -1.145 2.119 -3.314
C 1.469 -1.657 0.507
C -1.870 -2.532 1.581
C 1.087 2.314 -4.905
C -1.415 -0.959 -1.375
H 0.985 3.976 -0.079
H -2.798 5.023 1.825
H -1.992 0.346 4.513
H 2.198 1.459 -3.323
H -1.885 -0.619 -2.280
H -2.157 3.223 -4.901
H 1.538 2.402 3.008
H 1.539 -4.328 -2.648
H -0.226 -4.443 1.105
H 4.279 -2.898 2.840
H -0.430 5.661 1.213
H -3.728 2.870 1.110
H -0.186 3.291 -6.384
H -0.510 2.285 4.677
H -0.225 -4.730 -1.312
H 2.411 -4.464 2.081
H -2.408 -2.960 -0.967
H 3.382 -2.734 -2.161
H -2.035 2.128 -2.675
H 4.616 -0.828 1.517
H -2.434 1.378 -0.233
H 1.967 2.306 -5.553
```

Output
- maximum force (eV Å⁻¹) = 2.97
- gap between HOMO and LUMO (alpha / beta) (eV) = 6.83 / 7.09
- spin multiplicity = 5
- energy (hartree) = -5652.68010
- charge = +2

Results of the Löwdin charge analysis, in e, for atoms 1 through 2: 1.208, 0.832